Record 1
The following is a quantum chemistry calculation of a cluster of 15 separate species, H30O15 in total at a distorted geometry, from the Open Molecules 2025 dataset.

Positions of all 45 atoms, in Å:
O -1.5134 -3.1493 0.4678
H -0.9954 -3.9183 0.6938
H -1.1984 -3.0433 -0.3842
O 1.6336 3.0987 2.1028
H 2.2646 3.8187 1.9798
H 1.3336 2.8997 1.2508
O 1.3676 -2.1433 0.9248
H 0.6556 -2.6303 1.4158
H 1.5966 -2.6523 0.1238
O -1.1814 2.0537 2.3718
H -1.1614 2.9267 2.0798
H -1.5444 1.6957 1.5638
O -2.3204 2.1527 -0.6692
H -2.9894 1.7207 -1.2332
H -2.3404 2.9977 -1.0622
O 1.8556 1.5777 -2.5322
H 2.6276 1.7227 -3.0722
H 1.9666 0.6747 -2.3172
O -0.0904 -2.7993 -1.8612
H -0.5694 -2.1523 -2.3932
H 0.0556 -3.5343 -2.4112
O 2.7126 0.4297 0.3318
H 2.2106 0.3887 1.1488
H 2.2846 -0.2453 -0.2052
O 0.4616 2.5767 -0.3752
H 1.2216 2.5137 -1.0332
H -0.3594 2.5497 -0.8482
O 2.0536 -1.1483 -1.9042
H 2.8136 -1.6613 -2.1962
H 1.3046 -1.7553 -1.8582
O -0.3374 -0.1763 -0.1102
H -0.0154 0.7077 -0.0962
H 0.3146 -0.7773 0.2668
O -1.0964 -1.3993 2.7278
H -1.7274 -0.7993 3.0918
H -1.3854 -1.7103 1.8788
O -1.1494 -0.4913 -2.8402
H -0.8274 -0.3153 -1.8752
H -2.0484 -0.8443 -2.7182
O -3.0004 -0.4243 0.6678
H -3.4844 0.4007 0.7458
H -2.1734 -0.2803 0.2048
O 1.2646 0.2837 2.6718
H 0.5316 -0.3033 2.6828
H 0.9786 1.1647 2.6048

The LUMO energy comes out at -0.011 Ha. Its total energy is -1146.609707 Eh. The calculation puts the gap between HOMO and LUMO at 9.397 eV. As for the energy above the lowest of the compared OMol25 structures with the same formula, charge and spin: 79.7 kJ/mol. The largest force on an atom comes out at 0.066 Eh/bohr.

***

Record 2
The following is a quantum chemistry calculation of a structure of composition C46H53IrN5O4SSe at a distorted geometry, from the Open Molecules 2025 dataset.

Positions of all 111 atoms, in Å:
Ir 0.5054 -0.8334 -0.3703
C -4.4542 -1.3178 1.3659
C -4.1677 -0.3058 0.2572
C -5.2469 0.7822 0.2367
C -4.0625 -0.9744 -1.0966
C -5.0950 -1.8344 -1.4461
C -5.1044 -2.5050 -2.6501
C -4.0863 -2.2648 -3.5493
C -3.0448 -1.3883 -3.2665
C -2.0811 -1.1365 -4.4062
C -0.7516 -1.8603 -4.1894
C -1.9272 0.3643 -4.7138
C -3.0008 -0.7681 -2.0012
N -1.9656 0.1204 -1.6451
C -2.2291 1.3692 -0.9981
O -3.0505 2.1567 -1.4538
C -1.4225 1.6080 0.1983
C -1.5938 2.8293 0.8700
C -1.0241 3.0191 2.1059
C -0.2945 1.9778 2.6776
C -0.0988 0.8229 1.9443
N -0.6386 0.6330 0.7374
C 0.6702 -0.3134 2.5532
O 0.9821 -0.2867 3.7443
N 0.9289 -1.3150 1.7165
C 1.3904 -2.5422 2.2009
C 2.7473 -2.8894 2.1002
C 3.1477 -4.1700 2.4460
C 2.2351 -5.1001 2.9064
C 0.9111 -4.7352 3.0788
C 0.4691 -3.4670 2.7381
C -0.9634 -3.0552 2.9831
C -1.9628 -4.1762 2.7019
C -1.1058 -2.5626 4.4281
C 3.7669 -1.8628 1.6792
C 4.5453 -2.3133 0.4434
C 4.7089 -1.5554 2.8450
H -4.3311 -0.8404 2.3350
H -3.7655 -2.1538 1.2950
H -5.4718 -1.6922 1.3025
H -3.2177 0.1675 0.5005
H -6.2148 0.3651 -0.0367
H -4.9859 1.5569 -0.4811
H -5.3337 1.2396 1.2214
H -5.9181 -1.9697 -0.7610
H -5.9039 -3.1933 -2.8864
H -4.1202 -2.7396 -4.5205
H -2.5369 -1.6046 -5.2876
H -0.2114 -1.4441 -3.3407
H -0.1245 -1.7802 -5.0742
H -0.9244 -2.9160 -3.9875
H -0.9089 0.6972 -4.5403
H -2.5897 0.9623 -4.0927
H -2.1791 0.5724 -5.7523
H -2.1856 3.5864 0.3788
H -1.1421 3.9518 2.6359
H 0.1420 2.0402 3.6602
H 4.1914 -4.4417 2.3585
H 2.5518 -6.1064 3.1479
H 0.2148 -5.4585 3.4790
H -1.1973 -2.2246 2.3055
H -1.8840 -4.9741 3.4362
H -1.7867 -4.5907 1.7109
H -2.9784 -3.7865 2.7440
H -0.8651 -3.3639 5.1258
H -2.1260 -2.2288 4.6176
H -0.4258 -1.7349 4.6155
H 3.2376 -0.9417 1.4307
H 5.1326 -3.2079 0.6476
H 5.2237 -1.5230 0.1226
H 3.8566 -2.5304 -0.3692
H 5.3076 -2.4279 3.1047
H 4.1316 -1.2576 3.7173
H 5.3785 -0.7384 2.5802
S 0.3477 1.2429 -2.4319
C -0.6224 0.0133 -1.8673
C 0.0879 -8.1293 -4.3944
C 0.0448 -6.8762 -3.5700
C 1.1861 -6.1306 -3.3316
C 1.1698 -5.0043 -2.5207
C 2.4439 -4.2659 -2.2756
C -0.0335 -4.6114 -1.9288
Se -0.0787 -3.3098 -0.4939
C -1.2116 -5.3178 -2.2080
C -2.5179 -4.8878 -1.6181
C -1.1499 -6.4420 -3.0139
H 1.0344 -8.2195 -4.9228
H -0.7217 -8.1374 -5.1223
H -0.0303 -9.0020 -3.7510
H 2.1264 -6.4422 -3.7668
H 3.1744 -4.4998 -3.0479
H 2.8545 -4.5481 -1.3061
H 2.2668 -3.1945 -2.2670
H -2.6056 -3.8027 -1.6388
H -2.5704 -5.2017 -0.5759
H -3.3557 -5.3197 -2.1594
H -2.0529 -7.0076 -3.2002
C 4.4105 -0.6304 -3.4178
N 4.1168 0.0668 -2.1915
C 4.9125 1.0364 -1.6661
C 4.5676 1.6941 -0.5494
C 3.2935 1.4060 0.1217
O 2.9044 2.0236 1.0985
N 2.5770 0.3864 -0.4405
C 2.9540 -0.2594 -1.5258
O 2.2534 -1.1926 -1.9788
H 5.3207 -0.2331 -3.8653
H 3.5709 -0.5043 -4.1058
H 4.5321 -1.6959 -3.2114
H 5.8277 1.2260 -2.2131
H 5.1992 2.4542 -0.1234

The LUMO energy (alpha / beta) comes out at 0.056 / 0.056 Ha. Its total energy is -5263.473291 Eh. The calculation puts the gap between HOMO and LUMO (alpha / beta) at 5.971 / 5.973 eV. Its total charge is -1. The largest force on an atom comes out at 0.080 Eh/bohr.

***

Record 3
The following is a quantum chemistry calculation of a cluster of 7 separate species, C21H49F6N5O8P in total at a distorted geometry, from the Open Molecules 2025 dataset.

Positions of all 90 atoms, in Å:
P -0.4095 14.5600 -14.0966
F -0.7530 13.2198 -14.9611
F -1.9960 14.3162 -13.7994
F -0.1563 13.6728 -12.7775
F -0.3250 15.8623 -13.0450
F 1.1465 14.5321 -14.4283
F -0.8177 15.5247 -15.4228
C 4.7098 19.2673 -16.3349
O 3.7452 18.7728 -15.3599
C 2.8771 19.8172 -14.9708
C 1.6964 19.2277 -14.2626
O 1.6746 19.4322 -12.8500
C 2.5046 18.6348 -12.0546
C 2.0627 17.1976 -11.9006
O 3.0913 16.5896 -11.0781
C 2.5583 15.8386 -9.9758
H 5.7703 19.0353 -16.2367
H 4.6097 20.3480 -16.4350
H 4.4505 18.8412 -17.3041
H 2.5997 20.3550 -15.8774
H 3.2169 20.5044 -14.1960
H 1.6370 18.1649 -14.4972
H 0.8017 19.5688 -14.7834
H 2.4877 19.0242 -11.0366
H 3.5654 18.6637 -12.3032
H 1.9560 16.6460 -12.8346
H 1.0592 17.1793 -11.4756
H 3.2485 15.1955 -9.4298
H 1.7253 15.2022 -10.2746
H 2.1285 16.4905 -9.2154
C -1.9011 10.0996 -13.1981
O -2.8942 9.4796 -13.6883
N -0.8611 9.4533 -12.6487
C 0.4632 10.0814 -12.2494
C -0.9290 7.9973 -12.3914
H -1.7626 11.1907 -13.2473
H 0.4655 11.1686 -12.1713
H 1.1807 9.7124 -12.9823
H 0.7080 9.6178 -11.2938
H -1.0009 7.7935 -11.3230
H -1.8450 7.5836 -12.8132
H -0.0452 7.4912 -12.7796
C -0.7037 13.7481 -18.5789
O -1.7183 13.9160 -19.2307
N 0.4823 14.2879 -19.0264
C 1.6486 14.4140 -18.1687
C 0.7356 14.7068 -20.3216
H -0.6968 13.3642 -17.5470
H 2.2596 15.2480 -18.5139
H 2.2735 13.5600 -18.4301
H 1.4291 14.2593 -17.1123
H 1.4175 14.0253 -20.8302
H -0.1449 14.6768 -20.9634
H 1.1701 15.7064 -20.3297
C -2.1025 19.5981 -10.8636
O -2.7742 20.5234 -10.4053
N -2.4843 18.3428 -10.6486
C -1.6584 17.3231 -11.1303
C -3.6327 17.9605 -9.8140
H -1.1870 19.5747 -11.4747
H -1.1400 16.7220 -10.3834
H -0.9247 17.6880 -11.8490
H -2.2733 16.5117 -11.5198
H -3.3892 17.7912 -8.7651
H -4.4712 18.6513 -9.9028
H -4.0956 17.0422 -10.1753
C -3.0227 16.7644 -16.7664
O -2.8980 16.2372 -17.8154
N -2.4493 17.8500 -16.3568
C -2.9136 18.4691 -15.0060
C -1.1734 18.3535 -16.8927
H -3.7504 16.4781 -15.9913
H -2.4200 17.8930 -14.2233
H -4.0024 18.4206 -15.0220
H -2.5864 19.4835 -14.7780
H -0.7998 17.9097 -17.8155
H -1.2541 19.4286 -17.0537
H -0.4074 18.2271 -16.1276
C 3.0873 12.0851 -15.0945
O 3.7712 11.9462 -16.0841
N 3.6099 12.1559 -13.8756
C 2.8549 12.6482 -12.7558
C 5.0490 12.2540 -13.5659
H 2.0036 12.2427 -14.9814
H 1.7844 12.6667 -12.9604
H 3.2784 13.5868 -12.3983
H 3.0642 11.8500 -12.0436
H 5.1970 12.3578 -12.4910
H 5.5532 11.2930 -13.6676
H 5.4827 13.0959 -14.1055

The LUMO energy comes out at 0.086 Ha. Its total energy is -2645.947649 Eh. The calculation puts the gap between HOMO and LUMO at 8.399 eV. Its total charge is -1. The largest force on an atom comes out at 0.109 Eh/bohr.

***

Record 4
The following is a quantum chemistry calculation of a structure of composition C6H15N at a distorted geometry, from the Open Molecules 2025 dataset.

Positions of all 22 atoms, in Å:
C 0.2339 0.0457 0.3623
C 0.7593 -0.5072 -0.8718
C -1.3862 -1.0205 0.0092
C -0.0869 1.5241 0.3587
C 2.5064 0.1808 -0.9133
C -2.6861 -0.2388 0.0077
N 0.7693 -0.3724 1.5734
H 1.1362 -1.3129 1.6041
H 1.2683 0.3036 2.1309
H 0.9644 -1.5723 -0.8780
H 0.3164 -0.1026 -1.7719
H -1.3405 -1.6393 0.9090
H -1.4046 -1.7394 -0.8127
H 0.7926 2.1181 0.6064
H -0.8254 1.7314 1.1319
H -0.4777 1.8415 -0.6042
H 3.1018 -0.3475 -0.1696
H 2.5584 1.2568 -0.7563
H 2.8539 -0.0423 -1.9205
H -2.6432 0.5281 0.7865
H -2.8508 0.2443 -0.9621
H -3.5597 -0.8792 0.1804

The LUMO energy comes out at 0.037 Ha. Its total energy is -292.260504 Eh. The calculation puts the gap between HOMO and LUMO at 8.619 eV. As for the energy above the lowest of the compared OMol25 structures with the same formula, charge and spin: 284.9 kJ/mol. The largest force on an atom comes out at 0.128 Eh/bohr.